1.
ORCA calculation (ωB97M-V with the def2-TZVPD basis set) on a structure of composition C13H22BNO2V in a non-equilibrium geometry.

As for the HOMO energy (alpha / beta): -7.43 / -7.02 eV. Its maximum force is 0.0935 hartree/bohr. The value obtained for the LUMO energy (alpha / beta) is 0.01932 / 0.00274 hartree. The orbital gap (alpha / beta) comes out at 8.0 / 7.1 eV. Its energy above the lowest of the compared OMol25 structures with the same formula, charge and spin is 0.000 eV. Its spin multiplicity is 2.

The geometry in XYZ format:
```
40
Properties=species:S:1:pos:R:3:forces:R:3
C 0.73902 -0.26830 -2.23649 0.803 -1.344 -0.266
C 0.01333 -1.26602 -1.48893 1.613 -0.490 -2.362
C 0.64273 -1.39868 -0.23418 1.373 -2.413 1.007
C 1.84747 -0.61786 -0.23071 -0.264 -0.738 -1.588
C 1.89974 0.12070 -1.46563 -2.163 -1.979 0.029
V -0.19479 0.41901 -0.46961 -0.969 4.595 1.023
N 0.78061 1.52289 0.61131 -1.971 0.961 0.540
C -2.28885 0.64298 -0.68818 0.241 1.100 0.597
C -2.04193 -0.48877 0.19869 0.108 1.411 0.435
H 0.20464 -1.96553 0.60050 0.820 -0.097 -0.606
H -0.84417 -1.77333 -1.84816 -0.569 -0.265 -0.087
H 2.59564 -0.63878 0.55591 -0.441 0.498 -0.057
H 2.59630 0.82842 -1.84668 0.488 0.477 0.336
H 0.51822 0.07120 -3.25182 -0.017 -0.138 0.502
H -2.18288 -1.50892 -0.12811 -0.016 0.000 -0.306
H -2.54993 1.69737 -0.32839 0.292 -1.718 0.012
H 1.39494 2.37011 0.54209 -0.627 -1.799 0.568
H -2.13176 -0.43992 1.31232 -0.165 0.477 -1.071
H -2.53197 0.59719 -1.76283 -0.065 -0.654 0.615
C 2.75016 1.35491 4.42690 -0.165 0.228 0.231
C 1.57076 0.56260 3.92215 -0.050 -0.218 0.202
C 1.65614 -0.85740 4.47755 -0.189 0.009 0.116
O 1.80663 0.51175 2.49264 -1.387 -0.874 0.773
B 0.56710 0.69035 1.86681 1.577 4.201 0.765
O -0.48826 0.90244 2.78163 0.485 -0.890 0.331
C 0.12885 1.22932 4.08811 0.573 -0.210 -0.630
C -0.65416 0.74116 5.30973 -0.042 -0.289 0.204
C 0.17521 2.75265 4.13450 0.168 0.220 -0.010
H 2.74379 1.46279 5.50779 -0.055 0.055 0.199
H 2.74475 2.34605 3.96587 0.337 -0.191 0.063
H 3.63034 0.77111 4.15079 0.129 0.388 -0.031
H 2.62343 -1.26670 4.16307 -0.392 -0.190 -0.162
H 1.66904 -0.87645 5.57439 -0.145 0.153 -0.160
H 0.79918 -1.45896 4.13801 0.482 -0.023 -0.040
H -0.17007 1.05031 6.24486 0.351 0.090 -0.315
H -1.64296 1.20382 5.39217 0.035 -0.198 -0.456
H -0.73487 -0.34682 5.39273 -0.195 0.190 -0.316
H 0.73100 3.16298 3.28135 -0.260 -0.073 0.141
H -0.83882 3.16503 4.15543 0.109 -0.175 -0.279
H 0.65016 3.10622 5.04978 0.163 -0.088 0.054
```
Forces are in eV/Å.

***

2.
ORCA calculation (ωB97M-V with the def2-TZVPD basis set) on a structure of composition C13H22CaN6O4.

As for the HOMO energy: -7.98 eV. Its maximum force is 0.0089 hartree/bohr. The value obtained for the LUMO energy is 0.00537 hartree. The orbital gap comes out at 8.1 eV. Its energy above the lowest of the compared OMol25 structures with the same formula, charge and spin is 0.292 eV.

The geometry in XYZ format:
```
46
Properties=species:S:1:pos:R:3:forces:R:3
Ca 0.22457 0.29023 -0.55582 0.218 0.353 -0.189
O -0.80221 -1.88994 2.82911 -0.052 -0.050 0.061
C -0.60038 -1.26066 1.82130 0.052 0.100 -0.195
O -0.18452 -0.01858 1.70563 0.067 -0.126 0.168
C -0.77499 -1.71682 0.35741 -0.031 -0.334 0.057
O -1.80670 -1.33053 -0.23633 0.039 0.044 -0.130
O 0.29545 -2.03955 -0.25390 0.043 0.083 0.005
C 5.80095 1.46243 1.22890 -0.005 -0.019 -0.027
N 4.68142 0.81830 0.56670 0.011 -0.032 0.006
C 4.54418 -0.52782 0.32035 0.038 0.028 0.012
C 3.31166 -0.68807 -0.22867 -0.075 0.006 0.021
N 2.68688 0.53926 -0.32268 -0.051 -0.079 0.022
C 3.54098 1.40967 0.17036 -0.051 0.064 -0.033
H 6.72800 0.99876 0.90042 0.010 0.012 0.005
H 5.71274 1.37030 2.31027 0.008 -0.008 0.002
H 5.82190 2.51510 0.95777 -0.010 0.003 0.006
H 5.31986 -1.23198 0.56378 -0.004 -0.002 0.002
H 2.81068 -1.59686 -0.52090 0.001 -0.004 0.011
H 3.37730 2.47172 0.26157 0.007 -0.005 0.007
C -2.82972 -1.55815 -4.12169 -0.001 -0.022 -0.021
C -1.35264 -1.23241 -4.31773 -0.001 0.036 0.062
C -0.53310 -2.52600 -4.31657 0.029 0.005 0.009
C -1.14384 -0.46215 -5.61482 0.002 -0.013 -0.024
N -1.00869 -0.35935 -3.17440 0.064 0.021 0.046
N 0.36508 0.03471 -3.07374 -0.056 -0.065 0.090
H -3.17600 -2.23064 -4.90756 -0.009 0.009 0.000
H -3.42632 -0.64613 -4.14698 0.002 0.002 -0.002
H -2.99190 -2.04417 -3.15749 0.010 -0.004 0.002
H -0.87758 -3.19260 -5.10820 -0.002 -0.002 -0.001
H -0.63015 -3.04227 -3.35957 -0.011 0.002 -0.001
H 0.52892 -2.34262 -4.50216 -0.004 -0.010 -0.010
H -1.46928 -1.06526 -6.46342 0.000 0.010 -0.005
H -0.09074 -0.21864 -5.77549 -0.002 -0.004 0.000
H -1.71963 0.46438 -5.60569 -0.004 -0.001 0.006
H -1.22714 -0.87988 -2.32347 -0.205 -0.102 0.007
H 0.51033 0.83271 -3.67958 0.010 -0.033 -0.035
H 0.99947 -0.70609 -3.36932 0.008 0.009 0.004
N -1.82092 1.95232 1.09770 -0.064 0.035 0.062
C -2.83524 2.77067 1.38026 -0.083 0.059 0.029
C -3.06944 3.54466 0.25996 0.036 -0.014 0.029
C -2.12247 3.10198 -0.66542 0.041 -0.022 -0.179
N -1.36803 2.13105 -0.15611 0.006 0.069 0.136
H -1.36961 1.20356 1.65394 -0.014 0.037 -0.021
H -3.32288 2.74973 2.33992 0.022 -0.028 0.005
H -3.81631 4.30752 0.13329 0.002 0.002 -0.003
H -1.96344 3.43252 -1.67943 0.006 -0.011 0.005
```
Forces are in eV/Å.

***

What is the formula in the second record?
C13H22CaN6O4

***

maximum force of number 2 (C13H22CaN6O4)?
0.0089 hartree/bohr

***

The lowest maximum force belongs to which entry?
C13H22CaN6O4